# 1
Density functional theory data (the ωB97M-V functional and the def2-TZVPD basis) for a cluster of 12 separate species, C16H44BBrIN11O25PS in total at a distorted geometry.

```
! RIJCOSX wB97M-V def2-TZVPD def2/J DEFGRID3
* xyz -1 1
O 0.066 0.270 2.707
P 0.488 1.586 1.746
I -0.682 3.472 2.810
C -0.299 1.236 0.104
S -1.696 0.084 0.084
C -0.920 2.581 -0.441
O 0.197 3.287 -0.636
B 0.959 2.324 -1.497
C 2.547 2.696 -1.594
C 2.860 3.780 -0.600
C 4.302 4.148 -0.581
Br 4.497 5.791 0.539
O 0.631 1.015 -0.824
H 0.887 -0.038 2.969
H -1.302 -0.982 0.797
H -1.369 2.258 -1.360
H -1.664 3.018 0.166
H 0.380 2.443 -2.573
H 3.125 1.851 -1.461
H 2.728 3.028 -2.582
H 2.555 3.478 0.363
H 2.334 4.639 -0.889
H 4.915 3.441 -0.111
H 4.653 4.429 -1.524
C 5.662 -1.005 -2.937
N 4.953 0.243 -2.564
O 5.419 0.879 -1.663
O 3.973 0.551 -3.180
H 6.516 -1.104 -2.279
H 4.975 -1.834 -2.808
H 5.972 -0.916 -3.981
C 4.642 -0.607 -7.825
N 4.822 -1.097 -6.440
O 3.877 -1.558 -5.878
O 5.919 -1.003 -5.967
H 3.612 -0.760 -8.112
H 4.898 0.446 -7.831
H 5.312 -1.178 -8.457
C -2.042 2.604 6.294
N -2.178 3.615 7.371
O -1.426 3.565 8.290
O -3.051 4.432 7.248
H -1.223 1.946 6.543
H -2.978 2.058 6.239
H -1.845 3.133 5.365
C -5.825 3.544 7.668
N -6.823 2.698 6.971
O -7.919 3.147 6.784
O -6.473 1.612 6.635
H -6.285 4.491 7.909
H -5.524 3.019 8.567
H -4.985 3.683 6.998
C 1.004 -2.971 0.788
N 2.011 -3.741 0.015
O 2.827 -3.135 -0.604
O 1.936 -4.934 0.065
H 1.192 -1.915 0.650
H 0.027 -3.243 0.409
H 1.110 -3.253 1.829
C -10.680 2.246 7.122
N -11.928 1.965 7.875
O -12.876 1.563 7.270
O -11.911 2.159 9.055
H -10.851 2.024 6.080
H -10.442 3.291 7.263
H -9.903 1.615 7.530
C -13.541 -0.331 10.134
N -13.579 -1.607 10.891
O -12.546 -2.051 11.293
O -14.649 -2.113 11.052
H -12.519 0.003 10.070
H -13.949 -0.524 9.149
H -14.149 0.386 10.671
C -0.614 -0.491 -4.138
N -0.597 0.711 -5.004
O -0.944 1.723 -4.526
O -0.228 0.579 -6.149
H -0.960 -0.200 -3.154
H -1.283 -1.212 -4.596
H 0.402 -0.869 -4.092
C 0.007 -2.238 -8.023
N 1.262 -2.774 -8.591
O 1.604 -3.866 -8.258
O 1.859 -2.077 -9.354
H -0.411 -2.980 -7.359
H 0.248 -1.326 -7.484
H -0.662 -2.035 -8.850
C 5.754 -4.712 -5.781
N 7.138 -4.223 -5.963
O 7.981 -4.630 -5.212
O 7.338 -3.450 -6.843
H 5.741 -5.399 -4.947
H 5.126 -3.849 -5.585
H 5.462 -5.206 -6.698
C 10.694 -4.696 -3.754
N 11.399 -4.205 -2.545
O 11.805 -5.014 -1.764
O 11.517 -3.025 -2.429
H 10.666 -5.775 -3.719
H 9.697 -4.284 -3.744
H 11.248 -4.349 -4.617
*
```

For the LUMO energy, the calculation gives 1.3 eV. The energy comes out at -6754.5313 a.u.

# 2
Density functional theory data (the ωB97M-V functional and the def2-TZVPD basis) for a structure of composition C31H37AsBrHfN2O2P.

```
! RIJCOSX wB97M-V def2-TZVPD def2/J DEFGRID3
* xyz 2 1
Hf -0.274 0.241 -0.095
O 0.889 1.267 1.330
C 1.194 0.106 1.824
O 0.273 -0.770 1.768
C 2.619 -0.254 1.953
P 2.901 -0.486 0.095
C 3.727 1.028 -0.478
C 3.713 2.238 0.209
C 4.310 3.360 -0.353
C 4.909 3.284 -1.601
C 4.915 2.080 -2.295
C 4.325 0.956 -1.738
C 4.163 -1.771 -0.018
C 5.491 -1.510 0.321
C 6.427 -2.528 0.256
C 6.045 -3.803 -0.150
C 4.727 -4.066 -0.491
C 3.784 -3.050 -0.424
H 2.762 -1.205 2.459
H 3.241 0.528 2.381
H 3.241 2.327 1.178
H 4.313 4.293 0.195
H 5.380 4.158 -2.030
H 5.393 2.012 -3.263
H 4.363 0.012 -2.271
H 5.793 -0.514 0.622
H 7.457 -2.329 0.519
H 6.782 -4.593 -0.203
H 4.435 -5.058 -0.809
H 2.750 -3.252 -0.681
C -4.045 -1.861 0.712
C -2.763 -2.667 0.901
As -1.439 -2.327 -0.487
C -2.315 -2.783 -2.167
C -2.920 -1.621 -2.944
C -0.219 -3.840 -0.339
C 0.425 -4.003 1.034
H -4.740 -2.081 1.521
H -4.543 -2.113 -0.224
H -3.854 -0.786 0.724
H -2.962 -3.740 0.886
H -2.283 -2.431 1.852
H -3.071 -3.528 -1.911
H -1.548 -3.287 -2.757
H -3.688 -1.102 -2.371
H -3.386 -1.990 -3.858
H -2.156 -0.896 -3.237
H 0.528 -3.715 -1.126
H -0.818 -4.714 -0.600
H 1.053 -3.151 1.292
H 1.045 -4.899 1.049
H -0.327 -4.112 1.815
Br -5.745 4.278 0.362
C -4.249 3.151 0.270
C -4.076 2.340 -0.847
C -2.965 1.519 -0.912
C -2.017 1.474 0.127
C -2.226 2.318 1.237
C -3.329 3.150 1.312
H -4.799 2.363 -1.651
H -2.843 0.906 -1.801
H -1.514 2.332 2.054
H -3.478 3.796 2.166
N 0.853 -1.065 -2.909
C 0.530 0.244 -3.194
C 0.360 0.725 -4.491
C 0.038 2.053 -4.672
C -0.095 2.904 -3.569
C 0.059 2.362 -2.326
N 0.321 1.042 -2.128
H 1.044 -1.650 -3.709
H 1.536 -1.184 -2.166
H 0.506 0.062 -5.332
H -0.092 2.439 -5.674
H -0.320 3.953 -3.685
H -0.060 2.962 -1.432
*
```

For the LUMO energy, the calculation gives -6.3 eV. The energy comes out at -6662.2178 a.u.

# 3
Density functional theory data (the ωB97M-V functional and the def2-TZVPD basis) for a cluster of 2 separate species, C26H22NO3 in total at a distorted geometry.

```
! RIJCOSX wB97M-V def2-TZVPD def2/J DEFGRID3
* xyz -1 1
C 3.904 0.495 2.747
C 2.470 0.972 2.627
O 1.541 0.067 3.179
C 0.299 0.656 3.188
C -0.815 -0.201 3.461
C -2.154 0.198 3.340
C -2.520 1.537 3.086
C -3.833 1.908 2.968
C -4.832 0.955 3.069
C -4.506 -0.373 3.288
C -3.195 -0.751 3.431
O 0.144 1.850 2.947
H 4.581 1.053 2.099
H 4.264 0.590 3.770
H 3.982 -0.559 2.486
H 2.323 1.937 3.133
H 2.167 1.113 1.579
H -0.593 -1.220 3.716
H -1.742 2.271 2.980
H -4.087 2.938 2.776
H -5.864 1.248 2.962
H -5.288 -1.115 3.320
H -2.944 -1.786 3.578
N -5.634 -4.019 -3.079
C -4.775 -3.271 -2.850
C -3.733 -2.373 -2.578
C -3.911 -1.001 -2.715
C -2.880 -0.128 -2.458
C -1.629 -0.596 -2.051
C -0.543 0.346 -1.833
C 0.733 0.003 -1.640
C 1.801 0.997 -1.544
C 3.119 0.688 -2.146
C 3.317 -0.413 -2.972
C 4.545 -0.644 -3.549
C 5.593 0.221 -3.319
C 5.406 1.323 -2.511
C 4.179 1.553 -1.929
O 1.617 2.070 -1.006
C -1.460 -1.974 -1.901
C -2.493 -2.842 -2.160
H -4.874 -0.632 -3.025
H -3.031 0.931 -2.587
H -0.770 1.396 -1.888
H 1.008 -1.032 -1.580
H 2.497 -1.075 -3.181
H 4.682 -1.502 -4.187
H 6.553 0.035 -3.771
H 6.221 2.006 -2.341
H 4.020 2.420 -1.311
H -0.510 -2.366 -1.580
H -2.351 -3.902 -2.037
*
```

For the LUMO energy, the calculation gives 1.2 eV. The energy comes out at -1284.4481 a.u. The energy relative to the best compared isomer or geometry (same formula, charge and spin) is 44.90 kJ/mol.

# 4
Density functional theory data (the ωB97M-V functional and the def2-TZVPD basis) for a cluster of 2 separate species, C4H10BrN2O in total at a distorted geometry.

```
! RIJCOSX wB97M-V def2-TZVPD def2/J DEFGRID3
* xyz 1 1
C -1.458 0.203 1.429
C 1.311 -1.606 0.466
C 1.160 -0.081 0.190
C -0.161 0.224 -0.369
N -0.682 -0.657 -1.309
N -0.305 1.627 -0.775
O -2.128 -0.668 1.754
Br -1.530 2.030 2.013
H 2.035 -1.662 1.148
H 1.466 -2.220 -0.331
H 0.389 -1.789 0.968
H 1.451 0.705 1.042
H 2.022 -0.036 -0.520
H -1.327 -0.287 -1.977
H -1.062 -1.572 -1.133
H -0.985 2.069 0.005
H -0.824 1.823 -1.673
H 0.628 1.895 -0.929
*
```

For the LUMO energy, the calculation gives -4.1 eV. The energy comes out at -2916.8147 a.u. The energy relative to the best compared isomer or geometry (same formula, charge and spin) is 185.99 kJ/mol.

# 5
Density functional theory data (the ωB97M-V functional and the def2-TZVPD basis) for the ion C9H12NOS with charge +1 at a distorted geometry.

```
! RIJCOSX wB97M-V def2-TZVPD def2/J DEFGRID3
* xyz 1 1
C 1.648 -1.143 1.684
C -0.009 0.485 2.275
C 1.827 -0.527 0.463
C 0.163 1.124 1.063
C 0.731 -0.649 2.609
C 1.092 0.612 0.167
C -0.091 1.351 -4.644
C 0.572 -1.292 3.944
C -1.385 0.744 -2.719
N -0.191 0.998 -3.444
O 1.344 1.321 -1.008
S 1.583 0.626 -2.397
H 2.236 -2.015 1.927
H -0.729 0.875 2.979
H 2.553 -0.897 -0.246
H -0.396 2.011 0.810
H 0.886 1.510 -5.081
H -0.967 1.506 -5.266
H 0.874 -2.336 3.916
H 1.203 -0.778 4.670
H -0.456 -1.222 4.293
H -2.265 0.802 -3.365
H -1.488 1.476 -1.913
H -1.329 -0.251 -2.270
*
```

For the LUMO energy, the calculation gives -5.0 eV. The energy comes out at -877.9996 a.u. Its SMILES is C=[N+](C)SOc1ccc(C)cc1. The energy relative to the best compared isomer or geometry (same formula, charge and spin) is 197.26 kJ/mol.

# 6
Density functional theory data (the ωB97M-V functional and the def2-TZVPD basis) for the molecule CH3Br2P at a distorted geometry.

```
! RIJCOSX wB97M-V def2-TZVPD def2/J DEFGRID3
* xyz 0 1
C 1.005 -0.731 0.082
P -0.350 0.386 -0.021
Br -1.602 2.446 -0.297
Br -1.583 -0.729 -1.444
H 1.531 -0.415 0.957
H 1.748 -1.024 -0.561
H -0.749 0.068 1.284
*
```

For the LUMO energy, the calculation gives -1.4 eV. The energy comes out at -5529.2193 a.u. Its SMILES is C=[PH](Br)Br. The energy relative to the best compared isomer or geometry (same formula, charge and spin) is 289.58 kJ/mol.